# C39H60FN5O10

A cluster of 5 separate species, C39H60FN5O10 in total in a non-equilibrium geometry (the ωB97M-V functional and the def2-TZVPD basis, the Open Molecules 2025 dataset).

## Properties
SMILES: [H]/N=C/Cc1cc(CCCCCCCCCCCCCCCC)cc2c1C(=O)c1c(CCCF)cccc1C2=O.C[N+](=O)[O-].C[N+](=O)[O-].C[N+](=O)[O-].C[N+](=O)[O-]
Total energy, eV: -72043.5875
Charge: 0
Frontier orbital gap, eV: 8.12
HOMO, eV: -9.1
LUMO energy, eV: -1.002

Geometry (Å):
H 6.12 -2.40 0.56
C 4.27 6.26 -2.18
C -10.67 -6.15 -0.90
H 8.37 4.64 0.20
H 3.42 1.23 1.62
H -11.41 -3.66 -0.85
H 3.41 6.66 -2.72
H -8.87 -5.07 -1.53
H 8.42 3.43 -1.13
C -9.65 -2.07 3.54
C -7.70 -1.88 0.07
C -6.72 -0.13 1.71
C 10.78 2.64 -4.47
C 5.22 0.45 -0.05
H -4.33 3.82 0.56
H 4.38 6.76 -1.22
O -6.82 -1.01 4.02
C -5.45 0.20 -3.25
C -8.61 -1.77 2.55
C 7.94 4.33 -0.75
H -3.33 2.73 3.26
C -5.68 1.51 -0.42
N -4.82 -4.66 2.03
H -6.40 -3.44 2.73
H -9.58 -1.73 4.60
H 8.22 -3.23 1.10
H 5.29 0.25 1.05
H 3.49 0.97 -1.30
H 10.86 3.00 -5.49
N -4.97 1.35 -3.53
H -11.67 -3.05 3.95
C -6.66 -0.08 -2.31
C -8.83 -2.23 1.10
H -4.98 -0.70 -3.76
C 5.05 -0.95 -0.80
C -6.93 -0.54 0.27
H 8.91 -2.28 2.49
H -6.77 -5.18 2.53
C -10.04 -2.98 0.79
H 6.87 4.18 -0.66
C -11.06 -3.29 1.81
H -2.15 3.83 0.67
O -4.52 -5.63 1.37
H 11.36 3.27 -3.79
O 7.21 5.94 -2.25
H -9.06 -5.19 0.25
C -6.27 -4.32 2.10
H -0.97 1.14 1.88
O 9.34 5.71 -1.96
C -4.61 3.15 1.41
O 3.89 4.12 -2.92
H -7.50 0.59 -2.68
H -10.85 -6.25 -2.01
O -7.47 -2.70 -0.81
H 10.91 -1.67 0.82
H 10.27 -4.53 1.96
H 6.20 0.93 -0.35
H 7.42 -0.62 1.40
H 11.85 -4.21 1.01
H 11.55 -3.34 2.56
C 3.11 1.86 0.75
H 4.07 -1.37 -0.42
C -10.88 -2.82 3.19
C 11.04 -3.77 1.65
H 4.92 -0.82 -1.91
C 6.22 -1.97 -0.48
C -5.99 1.07 2.09
H 0.67 3.63 0.84
C 8.84 -2.33 1.37
H -3.25 1.46 1.97
H 7.57 -0.37 -1.32
H -1.50 3.81 2.36
C 7.64 -1.32 -0.70
H 8.36 -1.98 -1.25
C -10.32 -3.53 -0.66
C -9.62 -4.98 -0.71
H 5.18 6.35 -2.76
H 1.50 1.94 -0.73
H 3.34 2.93 1.02
H 11.09 1.60 -4.40
C 0.61 2.58 1.24
C 10.30 -2.62 0.83
N 9.36 2.71 -4.04
H -5.20 3.77 2.15
H -11.62 -6.00 -0.33
H -9.83 -2.88 -1.43
C -5.44 1.89 0.97
C -6.43 0.29 -0.82
C -7.31 -0.98 2.92
H 1.35 0.58 0.50
O 8.56 3.14 -4.84
H -11.98 -3.85 1.54
H -1.08 1.69 0.15
H 9.06 -0.21 0.64
H -5.25 2.19 -1.21
H -6.63 -4.12 1.09
C 1.58 1.68 0.37
O 9.11 2.34 -2.90
O 4.00 4.43 -0.78
H -5.83 1.34 3.15
C -3.30 2.58 2.15
H -4.19 1.28 -4.19
C -1.95 3.16 1.55
H -7.01 -1.13 -2.48
H 6.16 -2.86 -1.18
N 8.19 5.42 -1.74
O -4.05 -3.94 2.65
H 0.98 2.56 2.31
H 4.56 2.36 -0.91
C -0.89 2.04 1.21
C 8.25 -0.99 0.74
C 4.07 1.47 -0.46
N 4.03 4.82 -1.94
H 10.19 -2.94 -0.25
F -10.07 -7.35 -0.41

Löwdin atomic charge list, values in e, 99 entries:
1 H 0.1073
2 C 0.0365
3 C -0.1825
4 H 0.1056
5 H 0.1004
6 H 0.1086
7 H 0.1021
8 H 0.1115
9 H 0.0690
10 C -0.0097
11 C -0.2709
12 C -0.0341
13 C 0.0485
14 C -0.2101
15 H 0.1023
16 H 0.0981
17 O 0.1009
18 C -0.2263
19 C -0.0499
20 C 0.0563
21 H 0.1096
22 C 0.0363
23 N -0.4429
24 H 0.0765
25 H 0.1122
26 H 0.1091
27 H 0.1005
28 H 0.1074
29 H 0.0961
30 N 0.0741
31 H 0.1034
32 C -0.1157
33 C -0.0084
34 H 0.1191
35 C -0.2078
36 C -0.0110
37 H 0.1106
38 H 0.1105
39 C -0.1477
40 H 0.0864
41 C -0.0168
42 H 0.1034
43 O 0.0629
44 H 0.1027
45 O 0.0470
46 H 0.1131
47 C 0.0545
48 H 0.1140
49 O 0.0669
50 C -0.1415
51 O 0.0802
52 H 0.1350
53 H 0.1239
54 O 0.0635
55 H 0.1043
56 H 0.0706
57 H 0.0919
58 H 0.0926
59 H 0.0670
60 H 0.0693
61 C -0.2020
62 H 0.1132
63 C -0.0442
64 C -0.1249
65 H 0.1141
66 C -0.2127
67 C 0.0414
68 H 0.1143
69 C -0.2289
70 H 0.1039
71 H 0.0968
72 H 0.1078
73 C -0.2030
74 H 0.0963
75 C -0.1258
76 C -0.1613
77 H 0.0684
78 H 0.1119
79 H 0.0953
80 H 0.1012
81 C -0.2157
82 C -0.2710
83 N -0.4354
84 H 0.1158
85 H 0.1120
86 H 0.1061
87 C -0.1693
88 C -0.1071
89 C -0.3093
90 H 0.1177
91 O 0.0855
92 H 0.1077
93 H 0.1122
94 H 0.1041
95 H 0.1012
96 H 0.0812
97 C -0.2162
98 O 0.0328
99 O 0.0301